Formula: C61H34BaF5N13O3S2
Source: the Open Molecules 2025 dataset
Level of theory: ωB97M-V/def2-TZVPD

Geometry as XYZ:
```
119
C61H34BaF5N13O3S2 | the Open Molecules 2025 dataset | ωB97M-V/def2-TZVPD
Ba 0.1445 1.0132 -2.3036
C -0.9881 4.6639 -3.1742
C -2.1143 3.8643 -3.1772
C -2.5502 3.2677 -2.0081
C -1.8709 3.4773 -0.8445
C -2.1017 3.0919 0.6663
N -0.7583 3.1359 1.1985
C -0.4369 4.2515 0.6776
N -0.5105 5.4676 1.3471
C -1.7452 5.2732 1.8854
C -2.5309 6.1585 2.6642
C -2.2296 7.4045 3.2781
C -3.1023 7.8821 4.2051
C -4.3600 7.2123 4.4020
C -4.7645 6.1872 3.6114
C -3.8622 5.6254 2.7138
C -3.9509 4.4123 1.9291
N -5.0687 3.7468 1.5963
C -5.1421 2.6175 0.9966
N -4.0835 1.7570 0.5008
C -4.6765 0.5487 0.2036
N -4.1251 -0.5936 0.1105
C -2.6655 -0.4914 0.1622
N -1.9013 0.3557 -0.7159
C -2.0431 0.7660 0.6655
N -2.8028 1.8550 1.0666
C -1.2035 -0.1175 1.6270
C -0.2335 -0.0838 2.6381
C 0.0300 -1.2986 3.1820
C -0.5979 -2.5079 2.7622
C -1.5025 -2.4780 1.7182
C -1.8332 -1.2682 1.1184
C -6.1650 0.7612 0.1339
C -7.1413 -0.1102 -0.3964
C -8.4142 0.3893 -0.4567
C -8.7014 1.7360 -0.0154
C -7.7522 2.4969 0.5660
C -6.4219 2.0200 0.5980
N -2.6776 4.2962 1.4452
C -0.7079 4.2521 -0.7747
C -0.3257 4.9265 -1.9186
H -0.7472 5.1762 -4.1030
H -2.6490 3.7087 -4.1609
H -3.5302 2.7482 -1.9946
H -1.3887 8.0132 2.9790
H -2.8627 8.7582 4.7913
H -5.1331 7.5561 5.0660
H -5.8740 5.9631 3.6977
H 0.1125 0.8812 3.0069
H 0.7102 -1.4436 4.0249
H -0.2423 -3.4157 3.2654
H -1.9241 -3.4144 1.3981
H -6.8264 -1.1171 -0.7126
H -9.2181 -0.2354 -0.8530
H -9.7144 1.9795 -0.1822
H -8.0327 3.4546 0.9745
H 0.5217 5.6045 -2.0531
C 6.5972 -7.5151 7.3903
O 6.1037 -8.0413 6.1434
C 5.5184 -7.1231 5.3014
C 5.1638 -7.6151 4.0667
C 4.5197 -6.7745 3.1494
C 4.2633 -5.4745 3.4874
C 4.6069 -5.0181 4.7328
C 5.3022 -5.7998 5.6521
C 3.6526 -4.5426 2.5673
N 2.8654 -4.8278 1.5682
C 2.4634 -3.6250 0.9946
C 3.0995 -2.6074 1.6250
N 3.8128 -3.1594 2.6598
C 2.8548 -1.2223 1.3364
C 3.5330 -0.1299 2.0314
C 3.2070 1.1239 1.7221
C 2.2866 1.2939 0.6521
N 1.6154 0.3295 0.0182
C 1.9472 -0.9339 0.3185
C 1.2701 -2.0471 -0.3927
N 0.4549 -1.7038 -1.3909
C -0.3615 -2.6041 -1.8913
C -0.2964 -3.9735 -1.5511
C 0.6438 -4.4251 -0.6075
C 1.4393 -3.3819 -0.0034
H 7.0277 -8.3618 7.9496
H 5.7449 -7.0101 7.8920
H 7.3646 -6.7660 7.1325
H 5.3272 -8.6876 3.9184
H 4.1438 -7.0363 2.1574
H 4.4369 -3.9636 5.0279
H 5.6435 -5.3796 6.6110
H 4.3368 -2.5818 3.3383
H 4.1482 -0.4034 2.8607
H 3.6338 1.9737 2.2177
H 1.9756 2.2881 0.3552
H -1.0679 -2.2719 -2.6443
H -1.0213 -4.6691 -2.0280
H 0.7489 -5.4499 -0.2768
O -0.4164 -3.5500 -8.4753
S -0.0967 -2.1379 -8.6868
O -0.0185 -1.6881 -10.0770
N -1.0233 -1.2806 -7.6737
C -0.3605 -0.6916 -6.7062
S -1.1064 0.0746 -5.3534
C 1.1231 -0.7990 -6.8770
C 2.1487 -0.1699 -6.2087
C 3.4940 -0.3255 -6.6860
C 3.7898 -1.1683 -7.7068
C 2.7540 -1.9087 -8.3670
C 1.4340 -1.6251 -7.9471
H 2.1112 0.4116 -5.3247
H 4.2620 0.2667 -6.2677
H 4.8066 -1.2112 -8.1687
H 2.9528 -2.4785 -9.2456
F 3.4187 0.5307 -2.9207
C 2.8163 1.7451 -3.3400
F 2.4665 2.3189 -2.0189
C 3.9636 2.6512 -3.6698
F 3.5943 3.9103 -3.9951
F 4.6817 2.2358 -4.7547
F 4.8854 2.8250 -2.6503
```

Results
F_max (eV/A): 4.4
Charge: -2
Energy relative to the best compared isomer or geometry (same formula, charge and spin) (kJ/mol): 1056.5
Frontier orbital gap (alpha / beta) (eV): 3.88 / 3.88
Multiplicity: 1
Calculated total energy (eV): -125271.153

These are the Löwdin partial charges, in e, on atoms 1 to 5: number 1, Ba, carries 1.693; number 2, C, carries -0.087; number 3, C, carries -0.125; number 4, C, carries -0.084; number 5, C, carries -0.111